Entry 1:
15
Properties=species:S:1:pos:R:3:forces:R:3 method="wB97M-V/def2-TZVPD" e_lumo_ev=-0.2 total_charge=0 homo_energy_ev=-10.2
C -0.4657 -1.4779 0.6735 0.027 0.037 0.074
C -0.0355 -0.2882 -0.1825 -0.155 0.020 0.300
O -0.5878 -0.4799 -1.4543 0.067 0.217 -0.119
C -0.5594 1.0351 0.3701 -0.166 -0.023 0.247
O -0.4076 2.0507 -0.6031 0.195 0.194 0.001
C 2.0673 -1.1140 -0.6994 0.251 0.525 0.219
C 1.5509 -0.0433 -0.1959 0.076 -0.767 -0.322
H -1.5382 -1.3976 0.8885 0.182 0.013 -0.054
H 0.0893 -1.5201 1.6132 -0.065 0.038 -0.096
H -0.3038 -2.4143 0.1302 0.086 0.231 0.064
H -0.6673 0.4033 -1.8510 0.010 -0.186 -0.054
H -0.0509 1.2750 1.3127 -0.138 0.045 -0.089
H -1.6314 0.9413 0.5481 0.021 0.028 -0.007
H 0.5373 2.1711 -0.7778 -0.194 0.080 0.035
H 2.0029 0.8590 0.2276 -0.197 -0.451 -0.199

---

Entry 2:
81
Properties=species:S:1:pos:R:3:forces:R:3 method="wB97M-V/def2-TZVPD" e_lumo_ev="3.9 / 3.9" spin_multiplicity=3 total_charge=-2 homo_energy_ev="-2.8 / -3.0"
V 1.5928 -0.8133 0.3042 0.520 0.188 -0.311
O -1.4482 -1.4655 6.7649 0.182 -0.349 0.138
C -0.3803 -0.8625 6.5371 -0.612 0.897 -0.380
O 0.2695 -0.0771 7.2478 0.253 -0.290 0.163
C 0.1010 -0.9553 5.0620 0.185 -0.286 0.096
C -0.5538 -1.7850 4.1596 0.019 -0.001 -0.013
C -0.1292 -1.8434 2.8464 -0.002 0.017 -0.001
N 0.9022 -1.1222 2.3957 0.032 0.024 -0.197
C 1.5574 -0.3392 3.2663 -0.055 -0.013 0.054
C 1.1874 -0.2248 4.5939 -0.006 0.011 -0.014
C 2.7289 0.4045 2.6605 0.054 0.052 0.161
O 3.3217 1.2610 3.3006 -0.020 -0.061 -0.060
O 2.9830 0.0519 1.4480 -0.179 -0.083 -0.060
H -1.3941 -2.3692 4.5094 -0.006 0.002 0.000
H -0.6187 -2.4774 2.1171 0.005 -0.009 0.026
H 1.7321 0.4260 5.2628 0.011 0.000 -0.009
C -5.4342 -1.2985 1.3984 -0.001 -0.006 0.010
C -5.2931 -1.5721 0.0437 -0.002 0.002 -0.009
C -4.0577 -1.4341 -0.5706 0.008 -0.005 0.006
C -2.9448 -1.0170 0.1600 -0.022 0.017 -0.007
C -3.1043 -0.7263 1.5140 -0.005 0.010 -0.012
C -4.3376 -0.8754 2.1341 0.002 0.002 0.013
P -1.2561 -0.8713 -0.5392 0.147 -0.007 0.142
C -1.5783 -0.4883 -2.2918 -0.054 0.027 -0.006
C -0.8544 -1.1053 -3.3077 0.009 0.006 0.007
C -0.9979 -0.6896 -4.6234 0.016 -0.013 -0.006
C -1.8689 0.3413 -4.9406 -0.004 0.006 -0.003
C -2.5957 0.9628 -3.9341 -0.009 0.004 -0.001
C -2.4457 0.5547 -2.6182 0.017 -0.006 -0.013
C -0.6276 -2.5799 -0.5297 -0.139 -0.123 -0.042
C -1.3807 -3.6969 -0.9023 0.040 -0.046 0.009
C -0.8116 -4.9551 -0.8207 -0.015 0.018 -0.006
C 0.5061 -5.0845 -0.3817 0.018 0.017 0.004
C 1.2469 -3.9670 -0.0309 0.062 -0.028 -0.003
C 0.6957 -2.6818 -0.0831 -0.090 0.172 0.002
H -6.3986 -1.4128 1.8782 0.000 0.002 0.001
H -6.1485 -1.8970 -0.5367 -0.001 -0.001 0.001
H -3.9555 -1.6409 -1.6292 -0.003 -0.004 0.000
H -2.2526 -0.3880 2.0927 -0.016 0.009 -0.008
H -4.4332 -0.6589 3.1906 -0.003 0.000 0.001
H -0.1543 -1.8934 -3.0611 0.002 -0.003 -0.001
H -0.4031 -1.1566 -5.3978 0.000 0.001 0.000
H -1.9659 0.6746 -5.9664 0.001 -0.002 -0.001
H -3.2662 1.7802 -4.1706 -0.001 0.000 0.001
H -3.0028 1.0579 -1.8348 -0.002 -0.002 -0.004
H -2.4039 -3.5848 -1.2440 -0.013 0.007 0.003
H -1.3843 -5.8331 -1.0963 -0.002 0.002 -0.002
H 0.9547 -6.0704 -0.3215 0.000 -0.001 0.003
H 2.2779 -4.0859 0.2841 0.000 0.000 -0.007
O 5.0645 -0.4667 -4.7517 0.009 0.082 0.080
C 4.3757 -0.5847 -3.7656 -0.109 -0.237 -0.186
C 3.0238 0.0638 -3.5230 0.029 0.109 0.033
O 2.4599 0.8627 -4.2583 -0.003 -0.058 -0.006
C 2.6010 -0.4517 -2.2423 -0.002 -0.033 -0.036
C 3.5599 -1.2753 -1.6390 0.009 -0.116 -0.048
O 3.3621 -1.7342 -0.4739 -0.179 0.071 0.165
C 4.6934 -1.4694 -2.5627 0.110 0.080 0.106
O 5.6852 -2.1550 -2.4304 -0.054 -0.011 -0.016
O 1.5076 -0.1951 -1.5836 0.084 0.070 0.131
C 0.3210 2.3528 -0.9569 -0.035 0.056 -0.004
N 0.1281 3.8060 -1.0421 0.001 -0.019 -0.022
C 1.4524 4.4222 -1.1492 -0.003 0.011 0.009
N 2.3093 4.0983 -0.0090 0.015 -0.013 0.007
C 2.4564 2.6386 0.0656 0.033 -0.003 -0.033
N 1.1500 1.9696 0.2014 -0.245 -0.135 0.067
C 0.4934 2.4786 1.4146 -0.001 0.053 0.026
N 0.3116 3.9351 1.3795 0.015 -0.013 -0.003
C -0.4881 4.2639 0.2006 -0.005 0.011 0.012
C 1.6378 4.5425 1.2138 -0.008 0.005 0.006
H 0.7893 1.9957 -1.8717 0.034 -0.039 0.012
H -0.6530 1.8713 -0.8612 -0.003 0.017 0.027
H 1.3339 5.5087 -1.2052 0.000 -0.004 -0.002
H 1.9298 4.0684 -2.0651 0.002 -0.002 0.001
H 3.0827 2.3816 0.9177 -0.009 -0.015 0.013
H 2.9351 2.2767 -0.8469 -0.009 -0.008 0.000
H 1.0985 2.2317 2.2866 -0.005 0.003 -0.001
H -0.4849 1.9986 1.5103 0.008 -0.007 0.000
H -0.6179 5.3495 0.1539 -0.002 -0.003 0.001
H -1.4716 3.7968 0.3011 0.002 -0.002 -0.003
H 2.2555 4.2740 2.0728 0.000 0.001 -0.001
H 1.5224 5.6298 1.1805 0.001 -0.001 0.000

---

Entry 3:
38
Properties=species:S:1:pos:R:3:forces:R:3 method="wB97M-V/def2-TZVPD" e_lumo_ev=-3.3 total_charge=0 homo_energy_ev=-7.0
Sr 1.4721 0.7298 -0.9085 0.360 -0.858 0.817
Br 5.1204 0.7753 1.6930 -1.106 0.070 -0.750
N 0.6134 -3.1563 -4.5005 3.055 -2.622 0.318
O 1.3784 -4.1043 -4.8001 -0.275 -0.074 -0.514
O -0.5497 -3.2712 -4.3931 -5.480 -1.399 -0.296
O 1.0981 -2.1013 -4.1770 2.758 4.714 1.076
C -2.6367 2.0819 -2.5204 0.621 1.481 -1.545
O -2.2434 2.0234 -1.2215 0.263 -1.349 3.590
C -2.8040 2.9691 -0.3155 0.723 0.641 1.252
C -1.9296 4.2277 -0.2459 1.071 -0.952 -1.541
O -0.6016 3.7677 0.2027 -0.416 2.081 0.879
C 0.0663 4.9073 0.8474 0.124 -0.701 0.082
H -2.0578 1.3804 -3.1210 -0.382 -0.464 0.184
H -2.2024 3.0465 -2.7833 -0.940 0.523 -1.396
H -3.7132 1.9806 -2.6585 0.047 0.076 -0.220
H -2.7285 2.5824 0.7008 0.282 -0.664 -0.079
H -3.8761 3.1620 -0.3549 -0.077 0.077 -1.068
H -2.2992 5.1094 0.2776 -0.162 -0.518 0.689
H -1.7295 4.6011 -1.2503 -0.247 0.100 -0.313
H -0.3080 5.1306 1.8465 -0.298 -0.559 0.175
H -0.0490 5.8648 0.3393 0.054 -0.263 -0.716
H 1.1225 4.6572 0.9471 -0.058 0.046 -0.130
C 3.0588 -3.7300 0.2946 1.011 0.249 -2.435
O 1.8288 -3.0648 0.4021 -0.050 -0.123 1.043
C 0.9984 -3.7391 1.3528 0.242 1.001 -0.877
C -0.2221 -2.8231 1.5137 0.678 -1.363 1.205
O 0.1966 -1.5209 1.9286 -0.768 0.162 -0.708
C 0.4574 -1.3360 3.3142 0.121 0.246 0.451
H 3.8148 -3.7427 1.0796 -0.649 0.496 0.798
H 3.4997 -3.1961 -0.5472 0.549 -0.143 0.022
H 2.9710 -4.7509 -0.0772 -0.448 -0.272 0.169
H 1.6249 -3.8738 2.2345 -0.446 -0.089 0.470
H 0.7719 -4.7000 0.8908 -0.466 -0.257 0.399
H -0.9227 -3.2349 2.2401 0.085 -0.065 0.406
H -0.7942 -2.9115 0.5902 0.278 1.151 -0.342
H 1.4560 -1.6439 3.6241 0.220 0.020 -0.372
H -0.2159 -1.8212 4.0207 -0.503 -0.464 -0.483
H 0.3344 -0.2756 3.5346 0.231 0.068 -0.241

---

Computed values of relative energy (zero: lowest compared OMol25 entry of this formula, charge and spin) (unit: kcal/mol) for the preceding records, in sequence: 104.5, 0.3, 189.0.